Record 1
{"formula": "C17H26N4OS", "method": "the ωB97M-V functional and the def2-TZVPD basis", "multiplicity": 1, "lumo_energy_ev": 0.566, "smiles": "CCCNC(=S)N1CCC(NC(=O)Nc2ccc(C)cc2)CC1", "energy_ha": -1355.89688, "e_homo_ev": -7.908, "homo_lumo_gap_ev": 8.47, "relative_energy_kj_mol": 27.9, "symbols": ["C", "C", "C", "N", "C", "S", "N", "C", "C", "C", "N", "C", "O", "N", "C", "C", "C", "C", "C", "C", "C", "C", "C", "H", "H", "H", "H", "H", "H", "H", "H", "H", "H", "H", "H", "H", "H", "H", "H", "H", "H", "H", "H", "H", "H", "H", "H", "H", "H"], "positions_angstrom": [[-6.872610, -0.815271, 0.093378], [-6.420911, 0.627239, 0.287911], [-5.426970, 1.083878, -0.783733], [-4.184450, 0.345234, -0.764523], [-3.182786, 0.648279, 0.100550], [-3.264583, 1.975766, 1.092526], [-2.089570, -0.148177, 0.092219], [-1.049411, 0.035024, 1.084816], [-0.382838, -1.301886, 1.377473], [0.348934, -1.838669, 0.136737], [1.736784, -1.437757, 0.126935], [2.746300, -2.344394, 0.219465], [2.570427, -3.544927, 0.259536], [4.018455, -1.819195, 0.282431], [4.459304, -0.502292, 0.126297], [3.904207, 0.360100, -0.817628], [4.374982, 1.653839, -0.940280], [5.416088, 2.121936, -0.148639], [5.898483, 3.534430, -0.273223], [5.989760, 1.245489, 0.764418], [5.522703, -0.046670, 0.902782], [-0.346396, -1.331463, -1.137000], [-1.846423, -1.153269, -0.924116], [-6.040077, -1.506542, 0.211394], [-7.301018, -0.952994, -0.898094], [-7.627988, -1.075262, 0.830622], [-7.286526, 1.289953, 0.250973], [-5.951965, 0.742351, 1.266242], [-5.180396, 2.135127, -0.620689], [-5.864156, 0.967857, -1.779447], [-4.248166, -0.605801, -1.093141], [-0.313386, 0.772179, 0.738788], [-1.517000, 0.441991, 1.985046], [-1.145599, -2.014318, 1.693675], [0.324175, -1.188698, 2.199682], [0.362858, -2.932985, 0.155564], [1.941595, -0.463708, 0.284337], [4.713751, -2.496824, 0.561681], [3.129507, 0.005923, -1.480943], [3.931561, 2.308675, -1.676696], [5.288528, 4.192742, 0.346579], [5.823837, 3.879938, -1.301876], [6.930943, 3.623004, 0.055594], [6.813512, 1.579506, 1.378467], [5.981836, -0.715461, 1.616449], [-0.175670, -2.024912, -1.960180], [0.081621, -0.367271, -1.418834], [-2.297323, -0.825313, -1.865807], [-2.293918, -2.116384, -0.637709]], "atomic_forces_ev_per_a": [[0.00, 0.25, 0.06], [0.15, -0.11, -0.20], [-0.37, 0.28, 0.20], [0.20, -0.46, -0.11], [0.14, 0.02, -0.05], [-0.10, 0.66, 0.43], [-0.23, -0.02, -0.11], [0.17, -0.06, 0.51], [0.00, 0.06, -0.18], [-0.10, -0.22, 0.00], [-0.02, 0.19, -0.05], [-0.01, 0.21, 0.06], [-0.04, -0.44, 0.03], [0.47, -0.36, 0.07], [0.03, 0.38, -0.02], [0.04, -0.11, -0.01], [0.09, 0.03, 0.14], [0.02, -0.02, -0.04], [-0.07, 0.03, 0.06], [-0.04, 0.01, -0.13], [-0.15, -0.09, -0.03], [-0.16, -0.15, 0.16], [0.02, -0.22, -0.32], [0.05, -0.13, 0.01], [-0.07, -0.09, -0.10], [-0.06, -0.13, 0.04], [-0.02, 0.07, 0.04], [-0.03, 0.10, -0.01], [-0.06, -0.14, -0.15], [0.00, 0.01, 0.02], [0.14, 0.04, -0.04], [-0.04, 0.05, 0.08], [0.18, -0.04, -0.20], [-0.04, -0.02, 0.05], [-0.02, -0.05, 0.02], [-0.04, 0.20, -0.02], [0.05, -0.03, -0.01], [-0.21, 0.00, -0.08], [-0.04, -0.03, -0.04], [-0.04, 0.06, -0.09], [0.02, 0.11, 0.01], [0.04, 0.07, -0.05], [0.07, 0.07, -0.01], [0.09, 0.03, 0.06], [0.01, -0.07, 0.11], [0.04, 0.04, -0.04], [0.00, 0.02, -0.04], [-0.01, -0.07, 0.11], [-0.03, 0.03, -0.11]]}

=====

Record 2
{"formula": "C17H26N5O8", "method": "the ωB97M-V functional and the def2-TZVPD basis", "multiplicity": 1, "lumo_energy_ev": 2.066, "energy_ha": -1539.27989, "e_homo_ev": -5.516, "total_charge": -1, "homo_lumo_gap_ev": 7.58, "symbols": ["O", "O", "O", "O", "O", "O", "N", "O", "O", "C", "C", "C", "C", "C", "C", "C", "C", "N", "N", "N", "N", "C", "C", "C", "C", "C", "C", "C", "C", "C", "H", "H", "H", "H", "H", "H", "H", "H", "H", "H", "H", "H", "H", "H", "H", "H", "H", "H", "H", "H", "H", "H", "H", "H", "H", "H"], "positions_angstrom": [[-4.449215, -4.363019, 4.083436], [0.180674, -1.875571, 0.231638], [2.943564, 7.578159, -1.476330], [-0.361116, 4.456042, -4.347925], [-1.316508, -6.564370, 2.558423], [1.433800, -3.573598, -0.448521], [1.691186, 1.346490, -2.312444], [4.430373, 6.220276, -0.442431], [-1.508631, 5.405463, -2.645242], [-3.778928, -4.622629, 3.093823], [0.332895, -3.015046, -0.263239], [3.174440, 6.612736, -0.762194], [-0.372616, 4.940211, -3.226407], [-0.787986, -5.579255, 2.042682], [1.076738, 0.454283, -1.569544], [0.329520, 2.454431, -0.885208], [1.248870, 2.591218, -1.893568], [0.231236, 1.087978, -0.682975], [0.462168, -5.643225, 1.558217], [0.810441, 5.591112, -1.057016], [-2.610066, -4.002027, 2.926002], [-4.342917, -5.587092, 2.067943], [1.286197, -6.847240, 1.570636], [1.477645, 6.457331, 1.091219], [1.824009, 3.823111, -2.539981], [-0.918431, -3.834396, -0.585991], [1.996847, 5.786220, -0.178956], [0.972718, 5.105991, -2.461532], [-1.975950, -3.810778, 0.528170], [-1.520022, -4.215580, 1.945895], [5.014527, 6.837128, -0.907592], [-2.212479, 5.168632, -3.266752], [1.221051, -0.620067, -1.643163], [-0.176929, 3.254748, -0.354751], [-0.292015, 0.588306, 0.039297], [0.850787, -4.828745, 1.083518], [0.205669, 6.416559, -1.042615], [-2.403546, -3.359881, 3.671571], [-3.570770, -6.247242, 1.688202], [-5.113265, -6.188564, 2.545114], [-4.778468, -5.018505, 1.250646], [2.221259, -6.654541, 1.042512], [0.751548, -7.660247, 1.076599], [1.501570, -7.133517, 2.600695], [0.684355, 5.850772, 1.539638], [2.286616, 6.564080, 1.820606], [1.076173, 7.450402, 0.864945], [2.811364, 4.003695, -2.110960], [1.984501, 3.588989, -3.596624], [-1.374454, -3.439651, -1.496484], [-0.647329, -4.872205, -0.791199], [2.404515, 4.803954, 0.085842], [1.516700, 5.881510, -3.009403], [-2.393603, -2.803831, 0.577818], [-2.775785, -4.473793, 0.205613], [-0.752929, -3.485214, 2.208349]], "atomic_forces_ev_per_a": [[-0.31, 0.16, 0.39], [-0.66, 0.41, -0.04], [0.73, -0.99, 0.73], [-0.38, 0.70, 1.53], [-0.11, 0.26, -0.03], [0.30, -0.52, -0.12], [0.02, 0.28, 0.01], [-0.83, 0.00, -0.03], [0.85, -0.28, -0.03], [-1.24, -0.65, 0.25], [0.44, 0.24, 0.45], [-1.36, 1.06, -1.00], [0.90, -0.65, -1.04], [-0.63, -0.93, 0.44], [-0.31, 1.16, 0.28], [0.55, -0.17, -0.36], [-0.09, -0.32, -0.11], [-0.06, -0.75, 0.17], [0.50, 0.88, -0.34], [0.21, 0.05, -0.21], [1.91, -0.11, -0.97], [0.53, -0.01, 0.06], [-0.61, 0.26, 0.08], [0.27, 0.06, 0.19], [-0.56, -0.22, -0.15], [-0.33, -0.33, 0.32], [-0.31, -0.63, -0.46], [0.05, 0.40, 1.10], [-0.06, -0.14, -0.47], [0.15, 0.57, -0.22], [0.08, 0.03, 0.02], [-0.07, 0.07, -0.03], [-0.25, 0.32, 0.37], [-0.06, -0.57, 0.08], [0.33, 0.17, -0.50], [0.08, -0.13, -0.11], [0.46, -0.30, 0.00], [0.02, -0.05, 0.12], [0.11, -0.04, -0.16], [0.01, 0.17, 0.07], [-0.07, 0.03, -0.12], [-0.20, 0.14, 0.04], [0.09, -0.09, 0.09], [0.01, -0.14, -0.03], [0.17, 0.06, -0.17], [-0.12, 0.05, -0.05], [0.08, -0.09, 0.00], [0.07, 0.25, -0.02], [-0.02, 0.09, 0.14], [-0.03, 0.07, 0.01], [0.18, 0.11, -0.09], [-0.15, 0.02, -0.08], [-0.05, -0.01, -0.38], [0.06, -0.02, 0.25], [-0.21, -0.09, 0.07], [-0.05, 0.18, 0.09]]}

=====

Record 3
{"formula": "C17H27B3BrO6", "method": "the ωB97M-V functional and the def2-TZVPD basis", "multiplicity": 1, "lumo_energy_ev": 2.222, "energy_ha": -3764.37497, "e_homo_ev": -3.596, "total_charge": -1, "homo_lumo_gap_ev": 5.82, "symbols": ["C", "O", "C", "C", "C", "C", "C", "C", "C", "C", "C", "B", "O", "B", "O", "B", "O", "C", "O", "C", "C", "C", "C", "C", "C", "O", "H", "H", "H", "H", "H", "H", "H", "H", "H", "H", "H", "H", "H", "H", "H", "H", "H", "H", "H", "H", "H", "H", "H", "H", "H", "H", "H", "Br"], "positions_angstrom": [[-2.664061, -2.717043, 2.069833], [-2.944719, -1.346720, 1.974556], [-2.469956, -0.791075, 0.756414], [-3.175790, 0.513711, 0.463757], [-2.709833, 1.652047, 1.391977], [-1.283087, 2.098400, 1.013637], [-1.028265, 3.627003, 1.020263], [-0.367882, 4.122664, -0.270968], [1.181936, 3.992725, -0.371683], [1.834017, 3.244078, 0.797189], [3.271120, 2.676989, 0.430982], [3.178015, 1.159390, 0.705518], [3.065471, 0.677838, 2.032465], [3.020658, -0.670393, 2.228558], [3.423119, -1.516855, 1.206310], [2.986303, -1.059318, -0.006962], [2.359157, -1.902997, -0.947423], [1.199785, -2.460788, -0.563974], [0.718447, -2.327244, 0.538600], [0.547399, -3.278585, -1.629329], [1.061054, -3.295388, -2.917462], [0.448100, -4.091859, -3.869803], [-0.657155, -4.855857, -3.543813], [-1.175516, -4.802127, -2.260425], [-0.578193, -4.013996, -1.295238], [3.178883, 0.241666, -0.348909], [-3.193816, -3.124767, 2.928514], [-2.992433, -3.260238, 1.174095], [-1.590877, -2.903944, 2.191057], [-2.683209, -1.503372, -0.052226], [-1.382736, -0.668177, 0.793155], [-2.880731, 0.797141, -0.550174], [-4.256805, 0.376983, 0.501446], [-2.647248, 1.214972, 2.390308], [-3.425275, 2.472356, 1.401677], [-0.606429, 1.658798, 1.749564], [-0.975761, 1.688625, 0.049444], [-2.017838, 4.095167, 1.071376], [-0.508898, 3.940806, 1.924607], [-0.606256, 5.186690, -0.364952], [-0.849462, 3.644681, -1.126605], [1.618298, 4.990753, -0.386496], [1.440436, 3.550753, -1.362645], [1.247150, 2.387380, 1.119817], [1.998888, 3.965080, 1.597019], [4.040367, 3.113065, 1.071864], [3.516982, 2.818996, -0.648919], [2.600505, -1.155317, 3.230838], [1.922024, -2.694714, -3.165490], [0.854519, -4.109277, -4.871760], [-1.113103, -5.487763, -4.293053], [-2.049677, -5.388520, -2.011917], [-0.978373, -3.965622, -0.293563], [3.100750, 3.483198, -2.671050]], "atomic_forces_ev_per_a": [[0.28, -0.15, 0.05], [-0.22, 0.07, -0.04], [-0.22, -0.28, -0.16], [0.40, 0.51, 0.13], [0.45, -0.87, -0.18], [0.36, 0.41, 0.76], [-0.94, -0.37, -0.56], [0.53, 0.70, 0.49], [-0.93, -0.51, -0.10], [1.24, 0.15, -0.92], [-0.24, -0.53, -0.14], [0.82, 0.82, -0.05], [-0.38, -0.47, -0.51], [0.23, 0.04, 0.31], [-0.73, -0.50, 0.01], [0.68, 0.31, -0.47], [-0.07, 0.02, 0.28], [-0.29, -0.39, 0.17], [0.19, 0.24, -0.25], [0.46, 0.42, 0.25], [-0.17, -0.19, -0.01], [0.29, 0.10, -0.26], [0.00, 0.02, -0.06], [-0.24, -0.21, 0.08], [-0.11, -0.09, -0.14], [-0.66, -0.27, 0.53], [-0.03, 0.09, 0.08], [-0.09, 0.04, -0.04], [0.03, 0.02, 0.00], [0.02, -0.02, -0.05], [0.03, 0.05, 0.04], [-0.29, -0.04, -0.15], [-0.03, -0.11, -0.01], [-0.37, 0.29, 0.20], [0.03, 0.09, -0.07], [0.09, -0.19, -0.13], [-0.14, 0.02, -0.11], [0.02, 0.11, 0.06], [0.21, 0.02, -0.07], [-0.08, 0.01, -0.07], [-0.02, -0.14, 0.03], [0.06, 0.03, -0.17], [-0.37, 0.30, 1.29], [-0.39, 0.31, 0.32], [-0.41, -0.34, 0.46], [-0.01, 0.17, -0.03], [-0.14, 0.16, 1.08], [0.26, 0.11, 0.15], [0.05, 0.03, 0.01], [-0.05, -0.05, -0.07], [-0.07, -0.02, -0.02], [-0.04, -0.02, 0.03], [0.07, 0.05, 0.08], [0.96, 0.06, -2.05]]}

=====

Record 4
{"formula": "C17H27BF4N8O3Pd", "method": "the ωB97M-V functional and the def2-TZVPD basis", "multiplicity": 1, "lumo_energy_ev": -0.778, "energy_ha": -1880.11805, "e_homo_ev": -7.598, "homo_lumo_gap_ev": 6.82, "relative_energy_kj_mol": 154.2, "symbols": ["Pd", "F", "B", "F", "F", "F", "C", "N", "C", "C", "N", "N", "C", "C", "H", "H", "H", "H", "H", "H", "H", "H", "H", "H", "H", "H", "H", "C", "O", "C", "C", "H", "H", "H", "H", "H", "H", "O", "C", "N", "C", "O", "C", "C", "C", "C", "N", "C", "H", "H", "H", "H", "H", "H", "H", "H", "N", "C", "N", "C", "N"], "positions_angstrom": [[0.018488, 0.490192, 0.427572], [2.049715, 1.386163, 1.046984], [3.060376, 0.383501, 0.687086], [2.418710, -0.546948, -0.154702], [4.083992, 1.012817, 0.033718], [3.452164, -0.233026, 1.861407], [2.248468, -2.103075, 3.717531], [0.959581, -1.763528, 3.116411], [0.626338, -2.553273, 1.949795], [0.418132, -0.538510, 3.280966], [-0.250140, 0.096150, 2.348845], [0.594724, 0.046277, 4.510141], [0.294087, -0.716276, 5.711005], [0.379724, 1.477975, 4.643111], [3.004214, -2.159749, 2.936641], [2.172424, -3.062264, 4.233154], [2.548320, -1.334293, 4.420369], [0.915519, -3.584622, 2.150302], [1.145489, -2.198393, 1.055042], [-0.451962, -2.525353, 1.792355], [-0.742190, 0.920352, 2.683034], [0.396498, -1.780074, 5.522415], [-0.729435, -0.516737, 6.046622], [0.979963, -0.435362, 6.510990], [0.760781, 1.995614, 3.764581], [0.933836, 1.828213, 5.513554], [-0.677735, 1.731994, 4.787182], [-3.665350, -1.276052, -0.014995], [-2.509517, -0.496130, 0.365152], [-1.308706, -0.724984, -0.086148], [-1.113752, -1.902701, -1.001009], [-3.843107, -1.153433, -1.082186], [-4.478513, -0.846271, 0.558636], [-3.511177, -2.322191, 0.245259], [-1.477703, -2.806737, -0.504940], [-0.062047, -2.040312, -1.236150], [-1.702324, -1.778449, -1.915540], [-0.528188, -2.582223, -6.078638], [0.115555, -1.375771, -6.431945], [0.278797, -0.663456, -5.191959], [0.448947, 0.678081, -5.161518], [0.526640, 1.345500, -6.175835], [0.543888, 1.328640, -3.809064], [0.883877, 2.676768, -3.758426], [1.004745, 3.288145, -2.527870], [0.760994, 2.552576, -1.383533], [0.392854, 1.259397, -1.425361], [0.304195, 0.665476, -2.618744], [-0.602869, -3.134714, -6.862193], [-0.485924, -0.761555, -7.108308], [1.087833, -1.574450, -6.899581], [0.298500, -1.227062, -4.361553], [1.053691, 3.207800, -4.684813], [1.277338, 4.328111, -2.440568], [0.844988, 2.987557, -0.397377], [0.038278, -0.373507, -2.598164], [-1.245509, 2.524124, 0.945435], [-2.049957, 2.995859, 0.240762], [-2.813885, 3.512582, -0.657835], [-4.002169, 3.979742, -0.354530], [-5.070489, 4.391873, -0.182592]], "atomic_forces_ev_per_a": [[0.89, -0.20, 0.15], [-0.49, -0.07, -0.16], [0.08, 0.11, -0.03], [0.09, -0.22, -0.13], [0.12, 0.11, -0.06], [0.07, -0.06, 0.17], [-0.07, -0.11, 0.10], [0.11, 0.00, -0.15], [-0.12, 0.03, -0.02], [0.03, 0.51, 0.06], [-0.26, -0.36, 0.62], [-0.13, 0.01, -0.04], [0.09, -0.02, 0.06], [0.04, 0.00, -0.01], [0.01, -0.02, 0.01], [0.01, -0.01, 0.03], [0.02, 0.01, -0.02], [0.00, 0.00, -0.03], [0.03, 0.00, -0.01], [0.00, 0.00, -0.02], [-0.01, -0.16, 0.00], [-0.01, -0.01, 0.00], [0.00, 0.01, 0.01], [0.00, -0.01, 0.01], [-0.01, 0.00, 0.02], [-0.02, -0.01, 0.01], [0.01, 0.00, -0.02], [0.10, -0.01, -0.04], [1.08, -0.12, -0.27], [-1.38, -0.11, -0.15], [-0.08, 0.18, 0.29], [-0.05, -0.05, 0.04], [-0.04, -0.05, -0.04], [-0.07, 0.02, -0.02], [-0.02, 0.00, -0.02], [0.00, 0.07, 0.01], [-0.01, 0.00, 0.02], [-0.05, -0.02, 0.03], [0.04, 0.04, -0.15], [-0.08, -0.01, 0.03], [0.03, 0.07, 0.02], [-0.04, -0.03, -0.02], [0.02, -0.01, 0.04], [0.00, -0.12, 0.02], [-0.01, -0.05, 0.01], [-0.08, -0.19, 0.07], [0.08, 0.41, -0.72], [0.13, 0.31, 0.02], [0.02, 0.00, 0.01], [0.06, -0.03, 0.05], [-0.05, 0.02, 0.01], [0.08, -0.02, 0.01], [-0.01, -0.02, -0.01], [0.02, 0.04, 0.02], [-0.04, 0.02, -0.04], [-0.07, -0.18, 0.00], [0.06, 0.19, 0.42], [-0.02, 0.27, -0.11], [0.40, -0.23, -0.16], [-0.37, 0.03, 0.04], [-0.14, 0.08, 0.05]]}